No. 1
One molecule with the formula C4H11NS2 at a distorted geometry. Source: the OMol25 dataset; level of theory: the ωB97M-V functional and the def2-TZVPD basis.

Geometry as XYZ:
```
18
Properties=species:S:1:pos:R:3
S -0.3199 1.9094 2.0662
S -1.7486 0.7652 1.0183
C -0.9352 0.4128 -0.5857
C 0.3491 -0.3765 -0.4509
N 0.8412 -0.7643 -1.8191
C 1.8890 -1.6782 -2.1930
C 1.7368 -2.9452 -1.3189
H 0.6619 0.9616 1.9688
H -1.5785 -0.0421 -1.3403
H -0.7607 1.4158 -1.0077
H 1.0799 0.0858 0.1874
H 0.2644 -1.3893 -0.0291
H 1.0250 0.1493 -2.2315
H 2.9428 -1.3391 -2.0491
H 1.9107 -1.9837 -3.2356
H 0.7229 -3.2803 -1.5120
H 2.3363 -3.7731 -1.7476
H 1.9540 -2.8727 -0.2635
```

Computed properties:
SMILES: CCNCCSS
HOMO level: -0.3217 Eh
LUMO: 0.424 eV
net charge: 0
orbital gap: 9.18 eV

These are the Löwdin partial charges, in e, on atoms 1 to 8:
1 S 0.306
2 S 0.416
3 C -0.556
4 C -0.306
5 N -0.096
6 C -0.297
7 C -0.113
8 H -0.196



No. 2
One molecule with the formula C3H8NOP at a distorted geometry. Source: the OMol25 dataset; level of theory: the ωB97M-V functional and the def2-TZVPD basis.

Geometry as XYZ:
```
14
Properties=species:S:1:pos:R:3
C 0.2274 0.8540 0.4659
C -0.0214 -1.7759 0.2819
C 0.4669 -0.4584 -0.3227
N 0.8422 0.9573 1.6406
O -0.2621 -0.2157 -1.5701
P -0.7872 2.0720 -0.4495
H -0.8147 -1.8049 0.9950
H 0.8668 -2.2446 0.7548
H -0.4092 -2.3904 -0.5025
H 1.5146 -0.6107 -0.6266
H 0.6292 1.7282 2.2351
H -0.5475 -0.9597 -1.9436
H 0.0589 3.1332 0.3116
H -0.0752 2.1755 -1.6798
```

Computed properties:
SMILES: [H]/N=C(\P)[C@@H](C)O
HOMO level: -0.3318 Eh
LUMO: 0.645 eV
net charge: 0
orbital gap: 9.67 eV

These are the Löwdin partial charges, in e, on atoms 1 to 8:
1 C -0.598
2 C -0.040
3 C -0.379
4 N 0.079
5 O -0.135
6 P 0.829
7 H 0.070
8 H 0.094



No. 3
C21H45N2OP3PbS as an isolated structure at a distorted geometry. Source: the OMol25 dataset; level of theory: the ωB97M-V functional and the def2-TZVPD basis.

Geometry as XYZ:
```
74
Properties=species:S:1:pos:R:3
Pb -0.6043 -0.0215 -0.0475
P 1.8263 1.1377 1.3739
P -1.1027 2.4387 -1.2479
P 2.1201 -0.1845 -1.6787
H -1.1775 -4.5878 1.0518
C -0.1559 -4.9250 0.8294
C 0.8937 -4.5191 1.5661
H 0.7654 -3.8469 2.4241
C 1.2359 1.6502 3.0268
C 2.6148 2.7126 0.8569
C 3.2385 0.0739 1.8778
C -2.4688 2.3808 -2.4786
C -1.7235 3.6433 -0.0226
C 0.1788 3.3969 -2.1345
C 2.6410 -1.8813 -1.1880
C 3.7642 0.6493 -1.7935
C 1.8611 -0.4701 -3.4718
H -0.0310 -5.6017 -0.0275
H 1.9174 -4.8333 1.3455
H 0.9676 0.7725 3.6271
H 0.3456 2.2839 2.9245
H 2.0327 2.2127 3.5328
H 1.8248 3.4595 0.6983
H 3.1786 2.5843 -0.0746
H 3.2863 3.0568 1.6552
H 2.8632 -0.9445 2.0454
H 3.6662 0.4529 2.8158
H 4.0216 0.0336 1.1112
H -2.7341 3.4151 -2.7391
H -3.3595 1.9041 -2.0481
H -2.1860 1.8419 -3.3925
H -2.5102 4.2596 -0.4848
H -0.9030 4.2899 0.3203
H -2.1422 3.1116 0.8462
H -0.2903 4.2331 -2.6740
H 0.6944 2.7438 -2.8523
H 0.9213 3.7918 -1.4276
H 2.9351 -2.4199 -2.0962
H 1.8124 -2.4175 -0.7035
H 3.4873 -1.8353 -0.4929
H 4.3449 0.1740 -2.5949
H 4.3310 0.5848 -0.8571
H 3.6181 1.7077 -2.0453
H 2.6374 -1.1718 -3.8035
H 1.9681 0.4819 -4.0058
H 0.8707 -0.8921 -3.6752
C -2.2220 -1.3825 -3.1730
C -3.2142 -0.8060 -3.9705
C -3.3140 -1.2364 -5.2941
C -2.4929 -2.2671 -5.7706
C -1.6019 -2.9147 -4.9085
C -1.4586 -2.4705 -3.5923
O -1.8657 -0.7758 -1.9746
H -2.2874 0.1256 -1.8971
H -3.8652 -0.0227 -3.5634
H -4.0369 -0.7533 -5.9529
H -2.5465 -2.5696 -6.8214
H -1.0277 -3.7713 -5.2629
H -0.7804 -2.9480 -2.8853
S -2.6055 0.5782 1.7957
C -1.8917 0.1920 3.3230
N -1.8922 1.0775 4.3403
C -1.4691 0.7854 5.7240
C -0.5748 -0.4369 5.7763
C -1.1083 -1.5393 4.8848
N -1.3065 -1.0149 3.5260
H -2.4631 1.9009 4.1719
H -2.3679 0.6153 6.3336
H -0.9619 1.6750 6.1184
H -0.5414 -0.8055 6.8054
H 0.4524 -0.1790 5.4975
H -2.0646 -1.9148 5.2783
H -0.4083 -2.3758 4.8103
H -1.5593 -1.6927 2.8099
```

Computed properties:
HOMO level (spin up / spin down): -0.6967 / -0.6935 Eh
LUMO (spin up / spin down): -16.291 / -16.057 eV
net charge: +4
orbital gap (spin up / spin down): 2.67 / 2.81 eV

These are the Löwdin partial charges, in e, on atoms 1 to 8:
1 Pb 0.973
2 P 0.744
3 P 0.742
4 P 0.848
5 H 0.050
6 C -0.053
7 C -0.073
8 H 0.030



No. 4
One molecule with the formula C3H4FNO at a distorted geometry. Source: the OMol25 dataset; level of theory: the ωB97M-V functional and the def2-TZVPD basis.

Geometry as XYZ:
```
10
Properties=species:S:1:pos:R:3
C -0.7491 0.1526 0.1836
C 0.3892 1.0132 -0.0668
C -0.0028 -1.2644 0.1584
H -1.6031 0.2580 1.0232
H 0.8184 1.5909 0.8378
H 0.4003 1.7845 -0.7968
H -0.4970 -2.0656 0.6892
N 1.2124 -1.1904 -0.3645
O 1.5531 0.0405 -0.7010
F -1.5214 -0.3193 -0.9632
```

Computed properties:
SMILES: F[C@H]1C=NOC1
HOMO level: -0.3523 Eh
LUMO: 0.787 eV
net charge: 0
orbital gap: 10.37 eV

These are the Löwdin partial charges, in e, on atoms 1 to 8:
1 C -0.229
2 C -0.041
3 C -0.060
4 H 0.192
5 H 0.154
6 H 0.102
7 H 0.105
8 N -0.010



No. 5
C2H27HgO12 as an isolated structure at a distorted geometry. Source: the OMol25 dataset; level of theory: the ωB97M-V functional and the def2-TZVPD basis.

Geometry as XYZ:
```
42
Properties=species:S:1:pos:R:3
Hg -0.3662 -1.8242 -2.3844
C 0.7148 1.5128 0.5746
C -0.1972 0.4578 -0.0154
O 0.5978 -0.3982 -0.8324
H 0.3608 2.1698 1.3986
H 1.0978 2.1238 -0.1704
H 1.5948 1.0678 0.9446
H -0.9152 1.0318 -0.6464
H -0.7682 -0.0172 0.7466
O 2.1438 -2.5542 -1.8634
H 2.5158 -1.7502 -1.4824
H 2.5748 -2.5432 -2.6934
O -0.8842 0.2048 -3.3344
H -1.4812 0.3308 -4.0654
H -0.5622 1.1118 -3.2024
O -1.6642 2.9498 2.3936
H -0.9572 3.5448 2.4486
H -1.5072 2.1178 2.8806
O 0.6878 -0.8202 3.4136
H 0.8948 -1.3172 4.2256
H 1.2058 -1.1092 2.6966
O -3.4032 -1.1592 0.9416
H -3.6672 -0.2102 0.9976
H -4.1532 -1.6902 0.7476
O -2.5492 -1.1752 -1.5294
H -2.6242 -1.1442 -0.5604
H -3.1272 -0.4822 -1.8894
O -1.3972 -2.4482 2.6896
H -0.5642 -1.8742 2.7536
H -1.9282 -2.0072 2.0596
O -1.2452 3.6338 -1.1214
H -1.6912 3.8598 -0.3314
H -0.8032 2.8948 -0.8124
O 3.9838 -0.7122 -0.7884
H 4.1808 -0.7702 0.1476
H 3.5138 0.1128 -0.9444
O 2.1478 1.0518 -2.4804
H 1.6358 1.8038 -2.7124
H 1.6438 0.6478 -1.7644
O 1.3848 -2.3652 1.3556
H 2.2678 -2.6882 1.3306
H 1.3108 -1.5672 0.8766
```

Computed properties:
HOMO level: -0.4631 Eh
LUMO: -6.700 eV
net charge: +1
orbital gap: 5.90 eV

These are the Löwdin partial charges, in e, on atoms 1 to 8:
1 Hg 1.375
2 C -0.069
3 C -0.361
4 O -0.395
5 H 0.085
6 H 0.048
7 H 0.064
8 H 0.089



No. 6
C18H18BrF5NO2PPdSe as an isolated structure at a distorted geometry. Source: the OMol25 dataset; level of theory: the ωB97M-V functional and the def2-TZVPD basis.

Geometry as XYZ:
```
48
Properties=species:S:1:pos:R:3
Pd -0.0976 0.2179 -0.0551
Br -1.7973 1.3476 2.5781
C -0.0917 0.7608 3.1147
C 0.3074 0.8759 4.4440
C 1.5843 0.4679 4.7694
C 2.4255 -0.0103 3.7644
C 1.9315 -0.0823 2.4837
N 0.6765 0.2769 2.1597
C 2.7772 -0.5022 1.3193
O 3.9380 -0.9941 1.5788
O 2.4443 -0.3693 0.1537
H -0.3676 1.2785 5.1852
H 1.9355 0.5366 5.7901
H 3.4452 -0.3015 3.9798
C -4.1448 -1.5492 -1.9933
C -3.0472 -0.5221 -1.6954
P -1.6436 -1.2197 -0.7653
C -2.3403 -1.9514 0.7519
C -1.3517 -2.6661 1.6784
C -0.8796 -2.5045 -1.8004
C 0.4971 -2.9843 -1.3446
H -4.9178 -1.0698 -2.5914
H -4.6175 -1.9198 -1.0854
H -3.7659 -2.3955 -2.5657
H -3.4338 0.3157 -1.1104
H -2.6646 -0.1083 -2.6320
H -3.0970 -2.6561 0.3938
H -2.8840 -1.1528 1.2579
H -1.1726 -3.6878 1.3487
H -1.7634 -2.7121 2.6853
H -0.3877 -2.1623 1.7377
H -0.8481 -2.1144 -2.8218
H -1.6029 -3.3267 -1.8162
H 1.2198 -2.1682 -1.3234
H 0.8625 -3.7363 -2.0417
H 0.4598 -3.4409 -0.3562
F 3.3843 5.7897 -2.0053
C 2.6600 4.7090 -2.0528
C 2.2776 4.0888 -0.8550
F 2.6513 4.5973 0.3010
C 1.5168 2.9521 -0.9127
F 1.1526 2.3512 0.2341
C 1.1094 2.3900 -2.1263
Se 0.0959 0.8432 -2.2945
C 1.5086 3.0338 -3.3119
F 1.1386 2.5224 -4.4704
C 2.2749 4.1809 -3.2847
F 2.6423 4.7718 -4.3977
```

Computed properties:
HOMO level (spin up / spin down): -0.5389 / -0.5458 Eh
LUMO (spin up / spin down): -11.303 / -11.251 eV
net charge: +2
orbital gap (spin up / spin down): 3.36 / 3.60 eV

These are the Löwdin partial charges, in e, on atoms 1 to 8:
1 Pd 0.558
2 Br 0.839
3 C -0.727
4 C -0.056
5 C 0.014
6 C 0.052
7 C -0.180
8 N -0.019



No. 7
A 6-piece molecular cluster, C4H20N2O7 overall at a distorted geometry. Source: the OMol25 dataset; level of theory: the ωB97M-V functional and the def2-TZVPD basis.

Geometry as XYZ:
```
33
Properties=species:S:1:pos:R:3
C -1.0762 0.1461 -1.3183
N -0.5685 -0.2077 0.0120
C -0.6645 0.5310 1.1631
O -1.5547 1.5401 1.1440
O -0.0515 0.1241 2.1212
C -0.0800 1.0460 -2.1993
N 1.3510 0.9575 -1.8365
C 2.0396 -0.1987 -2.3045
H -2.0335 0.6946 -1.3883
H -1.1662 -0.8858 -1.9348
H 0.1629 -0.9661 -0.0647
H -1.6504 1.8362 2.0586
H -0.5724 2.0795 -2.3807
H -0.2540 0.6203 -3.2633
H 2.0101 1.7778 -2.0951
H 3.0815 -0.0789 -1.8701
H 2.1461 -0.2702 -3.3273
H 1.6129 -1.1457 -1.9381
H 1.7037 1.3554 1.5571
H 1.9074 1.3503 0.0525
O 1.9873 1.9977 0.8720
H -0.0325 -2.8841 2.6385
H -0.6459 -1.4430 2.5183
O -0.8468 -2.3853 2.4683
H -1.9876 -2.9553 -0.3884
H -1.3185 -3.1573 0.9796
O -1.4644 -3.6415 0.0905
H -0.7716 2.9932 0.4822
H 0.4623 3.9000 0.0707
O -0.4931 3.8237 0.1024
H 0.2589 -3.3906 -0.1628
H 1.6697 -3.3199 -1.0338
O 1.0016 -2.7720 -0.5215
```

Computed properties:
SMILES: CNCCNC(=O)O.O.O.O.O.O
HOMO level: -0.3452 Eh
LUMO: 0.355 eV
net charge: 0
orbital gap: 9.75 eV

These are the Löwdin partial charges, in e, on atoms 1 to 8:
1 C -0.154
2 N 0.089
3 C -0.594
4 O 0.122
5 O 0.047
6 C -0.204
7 N -0.173
8 C -0.148



Sequential total energy output: -1010.0910 -590.3725 -2625.4218 -346.4333 -1148.3291 -6845.2358 -800.5855 Eh
Sequential relative energy (zero: lowest compared OMol25 entry of this formula, charge and spin) output: 124.3 212.2 371.2 355.8 112.0 43.3 136.4 kJ/mol
Sequential molar mass output: 137.273 105.077 673.793 89.069 443.816 671.595 208.211 u